1.
Density functional theory data (ωB97M-V/def2-TZVPD) for an isolated molecule of C3H2FNO2.

Calculated values
ΔE to the lowest compared entry with this formula, charge and spin (kcal/mol): 38.3
Frontier orbital gap (eV): 9.679
M (g mol⁻¹): 103.05

```
! wB97M-V def2-TZVPD RIJCOSX def2/J DEFGRID3
* xyz 0 1
O 0.31839 1.94000 -0.57436
C 0.17322 0.71489 0.06742
C 1.08558 -0.29449 -0.13672
O 0.32272 -1.53271 -0.08245
C -0.85178 -1.09166 0.23218
F -1.78739 -1.93058 0.48611
N -0.98604 0.20253 0.28478
H -0.33881 2.46524 0.22799
H 2.06412 -0.47324 -0.50496
*
```

2.
Density functional theory data (ωB97M-V/def2-TZVPD) for C3H2FNdO as an isolated structure.

Calculated values
ΔE to the lowest compared entry with this formula, charge and spin (kcal/mol): 0.0
Frontier orbital gap (spin up / spin down) (eV): 4.891 / 5.025
M (g mol⁻¹): 217.29

```
! wB97M-V def2-TZVPD RIJCOSX def2/J DEFGRID3
* xyz 1 5
C -1.14508 0.11692 0.28750
O 0.21599 1.36826 -0.02483
C 0.97655 0.26984 0.02045
C -0.02772 -0.74100 0.16520
F -2.20635 0.00999 -0.55237
H -1.47308 0.51201 1.25429
H 0.01314 -1.74341 -0.25889
Nd 3.64653 0.20739 -0.89135
*
```

Number 1: electronic energy -420.53954 hartree, largest force on an atom 0.14156 Eh/bohr. Number 2: electronic energy -851.55877 hartree, largest force on an atom 0.06875 Eh/bohr.